Record 1
ORCA calculation (the ωB97M-V functional and the def2-TZVPD basis) on a cluster of 3 separate species, C19H33N7O2S in total.

XYZ file:
```
62
Properties=species:S:1:pos:R:3:forces:R:3
C -4.509022 -0.745222 -1.385155 0.0 -0.3 -0.3
C -3.297273 -0.854460 -2.489372 0.2 1.1 -0.1
C -1.794010 -1.017303 -1.837310 1.4 0.3 2.3
C -1.467257 -0.541575 -0.282643 2.6 -2.1 -4.3
C 0.101093 -0.715777 0.262675 0.3 -1.0 -3.6
C 0.457786 -0.205849 1.778919 0.1 -1.1 0.4
C 1.896006 0.559873 1.940599 -0.1 0.6 0.8
C 2.272778 1.615444 0.748680 1.7 0.8 0.5
C 2.339360 3.203236 1.270269 1.0 -1.3 -1.9
N 0.918499 3.569174 1.639318 -0.8 1.3 -1.9
C 0.463899 4.871381 1.018411 -0.4 2.7 -3.2
N 0.640150 5.258620 -0.292906 -0.5 -1.4 5.3
N -0.300468 5.858984 1.916447 2.4 -2.2 -0.1
C 1.261850 -1.343383 -0.717250 -3.0 1.0 0.8
C 0.942416 -1.814803 -2.254521 -0.3 0.1 -0.3
N 1.944600 -2.376002 -3.273071 -5.5 1.9 1.8
S 1.014129 -2.631430 -4.746573 -2.2 2.1 5.2
N -0.607648 -2.105883 -4.235563 1.9 0.9 4.0
C -0.598517 -1.638525 -2.790631 3.0 -1.0 -1.4
H -5.513362 -0.996137 -1.973262 2.1 0.5 1.4
H -4.322153 -1.532725 -0.516306 -0.6 1.9 -1.8
H -4.641871 0.353232 -0.940382 0.5 -2.5 -0.9
H -3.290048 0.187609 -3.071908 0.1 -2.3 1.0
H -3.557736 -1.692269 -3.292629 0.9 1.7 1.9
H -2.302532 -0.071175 0.388315 1.8 -1.1 -1.5
H -0.409668 0.433514 2.292734 1.8 -1.3 -1.6
H 0.531106 -1.191429 2.448842 -0.3 2.1 -1.4
H 2.774908 -0.222132 2.146334 -2.0 1.7 -0.8
H 1.820886 1.200719 2.944904 0.1 -1.5 -2.1
H 3.388421 1.372280 0.407910 -2.6 0.5 0.4
H 1.547734 1.623848 -0.168659 1.4 -0.3 1.7
H 3.128342 3.349394 2.126448 -1.9 -0.3 -1.3
H 2.757664 3.807488 0.329460 -1.1 -1.2 2.1
H 0.281146 2.828739 1.218728 1.1 1.3 0.6
H 0.223490 6.218259 -0.418393 0.3 -1.3 0.4
H -0.353259 5.403497 2.856834 0.1 0.7 -1.0
H 0.330515 6.692309 1.996460 -0.9 -1.0 0.0
H 2.355140 -1.427527 -0.259343 -2.6 0.2 -1.2
C 5.636635 1.717284 -2.898868 -0.2 0.2 -0.2
C 5.910521 1.546543 -1.430492 -0.1 0.3 0.8
O 5.433896 2.300270 -0.583817 0.2 -0.4 -0.4
N 6.717006 0.514964 -1.046626 -0.4 0.5 -0.1
C 7.366112 -0.468678 -1.880797 0.1 -0.1 0.4
H 4.979825 2.578931 -3.051005 0.2 -0.2 0.2
H 6.572100 1.897156 -3.435277 -0.1 -0.2 -0.1
H 5.136503 0.828072 -3.291827 0.2 0.1 -0.1
H 6.855269 0.463787 -0.043862 0.0 0.0 -0.3
H 7.018701 -1.457171 -1.571265 0.2 -0.1 -0.3
H 8.443286 -0.396372 -1.713565 0.0 -0.2 -0.3
H 7.151855 -0.323199 -2.940184 0.0 0.0 0.2
C -4.784796 -4.228631 1.910872 0.3 -0.1 -0.1
C -5.502690 -2.912360 2.022026 0.0 0.9 -0.1
O -5.000214 -1.858207 1.636783 -0.2 -0.6 0.3
N -6.751705 -2.910122 2.571464 0.6 0.1 -0.3
C -7.505986 -4.032204 3.078149 -0.3 0.3 0.1
H -3.802836 -4.072671 1.454350 -0.3 0.1 0.1
H -4.638984 -4.660109 2.904727 -0.1 -0.1 -0.1
H -5.355267 -4.913386 1.277691 0.1 -0.1 0.2
H -7.171591 -1.988573 2.612817 0.1 -0.2 0.0
H -8.440686 -4.093267 2.515807 0.0 -0.3 0.2
H -7.729993 -3.841916 4.130343 -0.1 -0.3 0.0
H -6.964059 -4.974129 2.986145 0.0 0.2 0.0
```
Forces are in eV/Å.

Values from the calculation:
HOMO-LUMO gap = 0.2474 Eh
LUMO level = -1.142 eV
spin multiplicity = 1
SMILES = [H]/N=C(\N)NCCCCc1cc(CC)c2nsnc2c1.CNC(C)=O.CNC(C)=O
E = -1675.2899 hartree

***

Record 2
ORCA calculation (the ωB97M-V functional and the def2-TZVPD basis) on a cluster of 18 separate species, H36O18 in total.

XYZ file:
```
54
Properties=species:S:1:pos:R:3:forces:R:3
O 3.613183 3.403312 2.553726 0.2 0.2 0.0
H 3.603580 3.238529 1.604960 -0.2 -0.3 0.0
H 3.501222 4.358777 2.576337 0.1 0.1 0.1
O -3.416470 4.194110 -1.182089 -0.4 -0.6 -0.1
H -3.302706 3.229197 -1.225863 0.5 0.0 0.0
H -4.347962 4.199362 -1.437925 0.0 0.6 0.0
O -4.121223 1.188812 -2.370462 -0.1 0.5 -0.8
H -4.765417 1.171580 -1.664221 0.3 -0.5 0.3
H -3.355630 0.582946 -2.248917 -0.7 0.6 0.9
O 0.177491 -1.264451 0.402719 -0.4 -0.6 0.0
H 0.254064 -0.392270 0.785834 0.1 0.6 0.3
H -0.739935 -1.257711 0.086660 0.0 0.0 -0.3
O 0.534861 0.701787 2.585967 -0.3 -0.2 0.2
H 0.842988 1.602202 2.666923 0.0 0.3 0.0
H 0.155357 0.438286 3.430664 -0.1 0.2 0.0
O -0.519597 -1.446515 -4.689387 -0.6 -0.3 -0.3
H -0.241071 -1.089192 -3.843098 0.5 0.2 0.2
H 0.086854 -1.118896 -5.356171 0.2 0.1 0.2
O 0.945699 3.274336 1.406714 0.5 -0.5 -0.3
H 0.592083 3.928803 0.803504 -0.4 0.1 0.2
H 0.490181 3.327497 2.253127 -0.4 0.8 -0.2
O -1.800253 -0.029049 -2.310112 -0.8 -1.0 0.3
H -1.269636 0.688851 -2.624873 0.5 0.5 -0.5
H -2.292886 -0.405750 -3.053842 0.6 -0.2 -0.3
O -2.903343 -3.108600 -3.075263 -0.4 0.2 0.1
H -2.543867 -3.112458 -3.968002 0.3 0.1 0.1
H -2.160494 -3.163161 -2.468906 0.2 -0.1 -0.1
O 4.117757 -3.117791 3.800392 -0.1 -0.2 0.0
H 3.271353 -3.018986 3.348608 0.0 0.1 -0.1
H 4.247061 -2.250443 4.189123 0.1 0.1 0.0
O 0.481929 4.094013 4.105818 -0.3 -0.3 -0.1
H 0.157538 4.748851 4.727795 0.0 0.0 0.0
H 1.422816 4.239760 4.007501 0.3 0.1 0.1
O 2.272105 -1.178065 2.248514 2.0 -0.9 1.2
H 2.012357 -0.403738 2.779165 -0.6 -0.6 -1.2
H 1.697948 -1.443792 1.532879 -1.1 0.6 0.3
O -0.475681 -4.483968 -0.183123 0.1 -0.1 0.6
H -0.041048 -3.642306 -0.055355 0.2 0.7 -0.4
H -0.338041 -4.833767 0.706994 -0.3 -0.5 -0.2
O 3.120812 -0.423848 -0.250756 0.3 -0.2 -0.4
H 3.002575 0.311465 0.356992 0.0 -0.1 0.1
H 3.179870 -1.190118 0.341618 0.1 0.5 0.0
O -2.720407 -0.942956 0.293979 0.2 -0.2 0.3
H -3.508718 -1.327306 -0.095847 -0.1 -0.1 -0.3
H -2.541391 -1.506603 1.052645 -0.1 0.0 0.2
O 3.295563 -3.085949 -2.405086 1.8 1.2 0.7
H 4.125929 -2.743531 -2.788588 -0.5 -0.7 -1.4
H 3.582187 -2.629241 -1.591696 -1.3 -0.5 0.7
O 1.020569 -0.644828 -2.283330 0.1 0.4 -0.5
H 1.794346 -0.216655 -1.891649 -0.1 -0.2 0.1
H 1.076722 -1.543206 -1.952398 0.0 -0.1 0.1
O -3.627881 2.230757 0.976466 0.5 -0.6 -0.2
H -4.525921 2.164574 1.298100 -0.1 0.4 0.2
H -3.305464 3.133042 1.046877 -0.5 0.2 0.0
```
Forces are in eV/Å.

Values from the calculation:
HOMO-LUMO gap = 0.3779 Eh
ΔE to the lowest compared entry with this formula, charge and spin = 3.479 eV
LUMO level = -0.302 eV
spin multiplicity = 1
E = -1375.8591 hartree

***

Record 3
ORCA calculation (the ωB97M-V functional and the def2-TZVPD basis) on a structure of composition C12H23N2O2P2SeSm.

XYZ file:
```
43
Properties=species:S:1:pos:R:3:forces:R:3
Sm -0.494134 0.011251 -1.152426 -3.9 1.7 2.4
P -1.560026 2.012590 0.718836 0.5 -1.0 -0.9
C -0.367948 2.897286 -0.408663 0.5 -0.1 -0.8
C 1.053732 2.534919 -0.033137 0.2 0.0 -0.9
N 1.435260 1.237328 -0.262897 0.2 -0.1 0.6
C 2.667331 0.810916 0.082688 0.3 -0.2 -0.6
C 3.653721 1.637772 0.592806 -1.3 1.2 0.1
C 3.286013 2.996107 0.768009 -0.8 0.0 -0.4
C 1.987958 3.471665 0.401039 0.9 -0.7 0.9
C 3.042495 -0.651156 -0.169924 0.4 0.4 1.8
P 1.989697 -1.704003 -1.219579 4.3 -0.1 -1.7
H 1.663928 4.520399 0.546142 0.5 -0.8 -0.1
H 4.629633 1.246031 0.852953 -0.1 0.2 0.0
H 4.008465 3.691660 1.185004 -0.1 0.0 -0.1
H 4.082874 -0.675114 -0.614309 -1.2 -0.2 0.3
H 3.119610 -1.171427 0.847485 -0.2 0.6 -1.3
H -0.592122 2.538294 -1.646143 0.1 1.5 3.0
H -0.519639 3.963471 -0.147598 0.1 -0.3 -0.9
H -0.361574 0.365663 -3.315831 -2.5 4.5 -1.5
O -1.070196 1.598698 -2.748731 0.1 -0.9 0.3
H -1.788391 1.722803 -3.384531 0.2 0.2 0.1
H 0.971528 -1.127410 -1.994790 -0.2 -1.1 0.3
O -0.236189 -0.547259 -3.385760 3.4 -5.8 0.2
H -0.776578 -1.330374 -3.491843 -1.0 0.5 -0.8
C 2.892182 -1.582355 -2.824397 -0.6 0.0 0.2
H 3.932242 -1.769494 -2.612447 0.4 -0.1 -0.2
H 2.468542 -2.324373 -3.505492 0.2 0.0 0.0
H 2.739148 -0.589038 -3.253344 0.2 -0.1 0.0
C 2.387545 -3.382195 -0.712963 -1.2 -0.7 0.6
H 1.576339 -4.050240 -1.014368 0.2 -0.2 0.0
H 3.338263 -3.692253 -1.176620 -0.4 0.4 0.0
H 2.476356 -3.414700 0.379723 -0.1 0.0 -0.2
C -1.070391 2.422890 2.393789 0.2 0.1 0.7
H -1.562472 3.358754 2.677510 0.2 -0.1 0.1
H -1.370619 1.626545 3.082204 -0.1 0.2 -0.1
H 0.009284 2.550960 2.494094 0.0 -0.1 0.0
C -3.092372 2.906506 0.494136 -0.7 -0.1 -0.1
H -3.933021 2.243578 0.736247 0.1 0.3 0.0
H -3.093502 3.767817 1.162018 -0.2 0.1 -0.1
H -3.208648 3.239219 -0.536603 0.0 0.0 0.0
Se -3.305426 -3.327459 1.558864 0.3 0.4 -0.9
C -2.416560 -2.454463 0.335336 -0.2 -0.3 1.2
N -1.718074 -1.797834 -0.380222 1.0 0.8 -0.9
```
Forces are in eV/Å.

Values from the calculation:
HOMO-LUMO gap (spin up / spin down) = 0.1941 / 0.1953 Eh
total charge = +2
⟨S²⟩ = 8.770
ΔE to the lowest compared entry with this formula, charge and spin = 1.004 eV
LUMO level (spin up / spin down) = -8.063 / -8.074 eV
spin multiplicity = 6
E = -4472.5158 hartree